Density functional theory data (the ωB97M-V functional and the def2-TZVPD basis) for a cluster of 2 separate species, CHF2IO in total in a non-equilibrium geometry.

Geometry as XYZ:
```
6
CHF2IO, DFT the ωB97M-V functional and the def2-TZVPD basis
O 0.04 -1.07 0.91
C 0.90 -0.92 0.14
F 1.43 -1.94 -0.52
I 2.17 0.73 -0.18
F -1.88 1.56 -0.43
H -2.66 1.65 0.07
```

Properties
M: 193.92 g mol⁻¹
spin multiplicity: 1
SMILES: O=C(F)I.F
lowest unoccupied orbital energy: 0.02 eV

***

Density functional theory data (the ωB97M-V functional and the def2-TZVPD basis) for a cluster of 2 separate species, CHF2IS in total in a non-equilibrium geometry.

Geometry as XYZ:
```
6
CHF2IS, DFT the ωB97M-V functional and the def2-TZVPD basis
C -0.90 0.39 -0.37
F -1.32 -0.60 -1.19
F 0.08 1.01 -0.88
S 2.56 -1.41 0.36
I -2.31 1.56 0.71
H 1.90 -0.94 1.38
```

Properties
M: 209.99 g mol⁻¹
spin multiplicity: 1
lowest unoccupied orbital energy (spin up / spin down): -0.59 / -2.54 eV

***

Density functional theory data (the ωB97M-V functional and the def2-TZVPD basis) for a cluster of 2 separate species, CHF2N in total in a non-equilibrium geometry.

Geometry as XYZ:
```
5
CHF2N, DFT the ωB97M-V functional and the def2-TZVPD basis
C -1.21 -0.22 0.19
N 1.85 0.47 -0.71
F -1.83 0.89 -0.01
F 2.50 0.33 0.42
H -0.15 -0.07 -0.19
```

Properties
M: 65.02 g mol⁻¹
spin multiplicity: 1
lowest unoccupied orbital energy (spin up / spin down): -1.25 / -1.22 eV

***

Density functional theory data (the ωB97M-V functional and the def2-TZVPD basis) for a structure of composition CHF2NO in a non-equilibrium geometry.

Geometry as XYZ:
```
6
CHF2NO, DFT the ωB97M-V functional and the def2-TZVPD basis
C -0.92 0.09 -0.08
N 0.92 0.09 -0.30
O -1.57 -0.77 0.36
F -1.09 1.38 -0.30
F 1.20 -1.26 -0.21
H 1.46 0.48 0.54
```

Properties
M: 81.02 g mol⁻¹
spin multiplicity: 1
lowest unoccupied orbital energy: 0.12 eV

***

Density functional theory data (the ωB97M-V functional and the def2-TZVPD basis) for a cluster of 2 separate species, CHF2NO3 in total in a non-equilibrium geometry.

Geometry as XYZ:
```
8
CHF2NO3, DFT the ωB97M-V functional and the def2-TZVPD basis
C 0.06 0.49 -0.36
N 0.40 -1.11 0.96
O 1.29 -1.80 0.60
O -0.32 -1.09 1.89
O -1.20 0.34 -0.99
F 0.22 1.72 0.26
F 1.11 0.23 -1.16
H -1.55 1.22 -1.21
```

Properties
M: 113.02 g mol⁻¹
spin multiplicity: 1
lowest unoccupied orbital energy: -0.42 eV

***

Density functional theory data (the ωB97M-V functional and the def2-TZVPD basis) for an isolated molecule of CHF2O2P in a non-equilibrium geometry.

Geometry as XYZ:
```
7
CHF2O2P, DFT the ωB97M-V functional and the def2-TZVPD basis
O -0.26 1.59 2.40
P 0.01 1.66 0.99
O -0.16 0.07 0.52
C 0.08 -0.72 -0.69
F 0.81 0.00 -1.55
F -1.09 -0.97 -1.26
H 0.60 -1.64 -0.41
```

Properties
M: 113.99 g mol⁻¹
spin multiplicity: 1
SMILES: O=POC(F)F
lowest unoccupied orbital energy: -0.39 eV

***

Density functional theory data (the ωB97M-V functional and the def2-TZVPD basis) for an isolated molecule of CHF3 in a non-equilibrium geometry.

Geometry as XYZ:
```
5
CHF3, DFT the ωB97M-V functional and the def2-TZVPD basis
F -0.86 -0.76 -0.69
C -0.01 0.06 0.00
F 1.21 0.07 -0.60
F 0.12 -0.43 1.24
H -0.45 1.07 0.05
```

Properties
M: 70.01 g mol⁻¹
spin multiplicity: 1
SMILES: FC(F)F
lowest unoccupied orbital energy: 1.07 eV

***

Density functional theory data (the ωB97M-V functional and the def2-TZVPD basis) for a cluster of 2 separate species, CHF3N2O in total in a non-equilibrium geometry.

Geometry as XYZ:
```
8
CHF3N2O, DFT the ωB97M-V functional and the def2-TZVPD basis
O 2.32 0.23 -0.97
C 1.82 0.07 0.06
N 1.42 0.25 1.20
F 0.70 -0.58 2.08
F -1.49 0.38 0.61
N -1.21 -0.15 -0.58
F -1.68 0.76 -1.59
H -1.89 -0.96 -0.81
```

Properties
M: 114.03 g mol⁻¹
spin multiplicity: 1
SMILES: O=C=NF.FNF
lowest unoccupied orbital energy: -0.31 eV

***

Density functional theory data (the ωB97M-V functional and the def2-TZVPD basis) for a structure of composition CHF3N3 in a non-equilibrium geometry.

Geometry as XYZ:
```
8
CHF3N3, DFT the ωB97M-V functional and the def2-TZVPD basis
C -0.71 0.10 3.23
N -0.17 0.25 2.24
N -0.22 -0.14 1.08
N 0.18 0.45 0.04
F -0.75 0.27 4.42
F -0.84 1.70 -0.43
F 1.49 1.12 0.04
H 0.14 -0.27 -0.74
```

Properties
net charge: +1
M: 112.03 g mol⁻¹
spin multiplicity: 1
lowest unoccupied orbital energy (spin up / spin down): -7.39 / -7.39 eV

***

Density functional theory data (the ωB97M-V functional and the def2-TZVPD basis) for a structure of composition CHF3O3PS in a non-equilibrium geometry.

Geometry as XYZ:
```
10
CHF3O3PS, DFT the ωB97M-V functional and the def2-TZVPD basis
C 1.12 -1.71 0.21
O -0.99 3.33 -0.30
O 0.53 0.91 -0.03
O -2.31 1.31 -0.27
F 2.01 -2.48 0.73
F 0.80 -2.31 -1.01
F 0.01 -2.01 0.90
P -1.04 2.05 -1.02
S 1.78 -0.04 0.24
H -1.92 0.96 0.55
```

Properties
net charge: -1
M: 181.05 g mol⁻¹
spin multiplicity: 1
lowest unoccupied orbital energy: 3.58 eV

***

Density functional theory data (the ωB97M-V functional and the def2-TZVPD basis) for a structure of composition CHF3O3SSc in a non-equilibrium geometry.

Geometry as XYZ:
```
10
CHF3O3SSc, DFT the ωB97M-V functional and the def2-TZVPD basis
S 1.37 0.87 -0.39
O 1.54 2.38 -0.40
O 1.97 0.36 0.96
C -0.48 0.62 -0.07
F -0.95 -0.26 -1.07
F -2.76 -2.74 -0.86
Sc 3.58 -1.02 1.24
O -0.80 0.24 1.12
H -2.41 -2.27 -0.02
F -1.05 1.83 -0.51
```

Properties
net charge: -1
M: 195.03 g mol⁻¹
spin multiplicity: 1
lowest unoccupied orbital energy (spin up / spin down): 1.57 / 1.52 eV

***

Density functional theory data (the ωB97M-V functional and the def2-TZVPD basis) for an isolated molecule of CHF3OS2 in a non-equilibrium geometry.

Geometry as XYZ:
```
8
CHF3OS2, DFT the ωB97M-V functional and the def2-TZVPD basis
O 0.84 0.46 1.76
S 0.85 0.47 0.29
S 0.96 2.11 -0.58
C -0.75 -0.45 -0.24
F -1.72 0.31 0.25
F -0.76 -1.75 0.18
F -0.93 -0.55 -1.53
H 1.50 -0.61 -0.13
```

Properties
M: 150.15 g mol⁻¹
spin multiplicity: 1
SMILES: O=[S@H](=S)C(F)(F)F
lowest unoccupied orbital energy: 0.12 eV

***

Density functional theory data (the ωB97M-V functional and the def2-TZVPD basis) for a cluster of 2 separate species, CHF4N in total in a non-equilibrium geometry.

Geometry as XYZ:
```
7
CHF4N, DFT the ωB97M-V functional and the def2-TZVPD basis
C 0.41 1.00 1.83
N -0.42 -0.39 0.46
F 0.03 0.60 3.00
F 1.71 0.88 1.64
F -0.02 2.20 1.53
F -1.75 -0.13 0.60
H -0.16 0.10 -0.41
```

Properties
M: 103.02 g mol⁻¹
spin multiplicity: 1
lowest unoccupied orbital energy: 0.21 eV

***

Density functional theory data (the ωB97M-V functional and the def2-TZVPD basis) for a cluster of 2 separate species, CHF4N2O in total in a non-equilibrium geometry.

Geometry as XYZ:
```
9
CHF4N2O, DFT the ωB97M-V functional and the def2-TZVPD basis
C -0.87 0.43 -0.90
N 1.25 -1.12 1.02
N -0.31 1.30 -0.36
O -1.17 -0.58 -1.45
F 1.78 -0.38 0.09
F 1.69 -0.56 2.14
F -0.05 -0.70 1.00
F -0.15 2.58 -0.16
H -2.16 -0.97 -1.36
```

Properties
net charge: +1
M: 133.02 g mol⁻¹
spin multiplicity: 1
lowest unoccupied orbital energy: -5.98 eV

***

Density functional theory data (the ωB97M-V functional and the def2-TZVPD basis) for a structure of composition CHFLiO3Tl in a non-equilibrium geometry.

Geometry as XYZ:
```
8
CHFLiO3Tl, DFT the ωB97M-V functional and the def2-TZVPD basis
Li -3.64 -0.05 0.89
O -0.97 -0.66 0.09
H -1.02 -1.60 -0.40
O 1.19 -0.26 0.08
O -2.29 -0.51 -0.40
C 0.08 0.18 0.04
F -0.27 1.36 -0.26
Tl 3.06 0.06 -0.11
```

Properties
net charge: +4
M: 291.34 g mol⁻¹
spin multiplicity: 1
lowest unoccupied orbital energy (spin up / spin down): -23.22 / -24.50 eV

***

Density functional theory data (the ωB97M-V functional and the def2-TZVPD basis) for an isolated molecule of CHFN2O in a non-equilibrium geometry.

Geometry as XYZ:
```
6
CHFN2O, DFT the ωB97M-V functional and the def2-TZVPD basis
H 1.84 -0.41 0.24
N 1.54 0.29 -0.46
N 0.38 0.53 -0.62
C -0.82 0.05 0.10
O -1.46 0.86 0.66
F -1.48 -1.32 0.08
```

Properties
M: 76.03 g mol⁻¹
spin multiplicity: 1
SMILES: [H]/N=N\C(=O)F
lowest unoccupied orbital energy: -0.70 eV

***

Density functional theory data (the ωB97M-V functional and the def2-TZVPD basis) for a cluster of 2 separate species, CHFN2O3 in total in a non-equilibrium geometry.

Geometry as XYZ:
```
8
CHFN2O3, DFT the ωB97M-V functional and the def2-TZVPD basis
O -0.05 1.80 -0.06
N -1.04 1.18 0.11
C -1.53 0.11 0.11
F -2.44 -0.70 0.38
O 0.28 -1.42 0.02
N 1.45 -1.34 -0.08
O 1.95 -0.18 -0.28
H 1.37 0.56 -0.20
```

Properties
M: 108.03 g mol⁻¹
spin multiplicity: 1
SMILES: [O-][N+]#CF.O=NO
lowest unoccupied orbital energy: 0.07 eV

***

Density functional theory data (the ωB97M-V functional and the def2-TZVPD basis) for a cluster of 2 separate species, CHFN2O5 in total in a non-equilibrium geometry.

Geometry as XYZ:
```
10
CHFN2O5, DFT the ωB97M-V functional and the def2-TZVPD basis
O 0.04 1.63 -1.61
C -0.14 0.65 -0.95
N -1.11 0.71 0.32
O -1.23 -0.28 0.94
O -1.65 1.75 0.49
N 0.29 -0.88 -1.28
O 1.22 -0.86 -2.04
O -0.29 -1.76 -0.76
F 1.44 -0.25 2.04
H 1.43 -0.70 2.85
```

Properties
M: 140.03 g mol⁻¹
spin multiplicity: 1
SMILES: O=C([N+](=O)[O-])[N+](=O)[O-].F
lowest unoccupied orbital energy: -1.90 eV

***

Density functional theory data (the ωB97M-V functional and the def2-TZVPD basis) for a cluster of 2 separate species, CHFNO2 in total in a non-equilibrium geometry.

Geometry as XYZ:
```
6
CHFNO2, DFT the ωB97M-V functional and the def2-TZVPD basis
C 1.74 0.17 0.52
N -1.25 -0.18 -0.58
O 1.94 1.34 0.45
O 1.88 -0.96 0.89
F -2.46 -0.07 0.26
H -1.85 -0.30 -1.54
```

Properties
net charge: -1
M: 78.02 g mol⁻¹
spin multiplicity: 1
lowest unoccupied orbital energy: 3.52 eV

***

Density functional theory data (the ωB97M-V functional and the def2-TZVPD basis) for the ion CHFNO3 with charge -1 in a non-equilibrium geometry.

Geometry as XYZ:
```
7
CHFNO3, DFT the ωB97M-V functional and the def2-TZVPD basis
O -0.80 1.15 -1.61
C -0.50 0.10 -1.00
O -0.36 -0.99 -1.47
N -0.23 0.26 0.44
O 1.18 -0.57 0.83
F 0.93 -1.16 2.08
H -0.23 1.20 0.73
```

Properties
net charge: -1
M: 94.02 g mol⁻¹
spin multiplicity: 1
SMILES: O=C([O-])NOF
lowest unoccupied orbital energy: 4.46 eV